1.
Computed, not measured: a structure of composition C21H49F2KN8O11S2 at a distorted geometry, with ωB97M-V/def2-TZVPD.

The charge is -1. For the LUMO energy (alpha / beta), the calculation gives 0.0574 / 0.0734 hartree. Its spin multiplicity is 2. Its expectation value of S² is 0.752.

The geometry in XYZ format:
```
94
Properties=species:S:1:pos:R:3:forces:R:3:mulliken_charge:R:1
K -3.5988 -1.8263 -2.5148 0.294 -0.024 0.074 0.342
N -2.0389 -1.2481 -0.4257 -1.061 3.709 -4.051 0.258
S -1.4624 -1.8268 0.8298 4.711 -2.528 4.496 0.740
O -2.2649 -1.8063 1.9868 -1.585 0.508 2.182 -0.748
O 0.0018 -1.8437 1.0845 -1.794 -0.735 -0.968 -0.676
F -1.7369 -3.3391 0.4080 0.168 -1.444 -0.839 -0.363
S -1.4829 0.2950 -0.0227 3.315 1.618 -0.157 0.920
O -0.0247 0.5760 -0.1839 -2.811 -0.551 -0.714 -0.385
O -2.1821 1.0422 0.9734 -1.067 0.178 0.975 -0.730
F -2.1156 1.1166 -1.2987 0.045 -0.954 -0.833 -0.407
C 1.4743 -4.5412 2.5946 1.867 3.834 1.411 0.243
O 2.5167 -3.8999 2.8318 -1.611 -0.667 -0.514 -0.687
N 1.4760 -5.7684 2.1841 1.417 -3.696 -1.446 0.251
C 0.3403 -6.6421 2.3746 -0.314 -0.315 -0.104 -1.049
C 2.7599 -6.4390 1.7764 -0.116 0.469 0.228 -1.079
H 0.4682 -4.1036 2.6873 0.093 0.093 0.225 0.250
H -0.4657 -6.1978 2.9585 0.221 0.441 -0.104 0.361
H 0.6533 -7.5149 2.9475 0.067 -0.168 -0.099 0.348
H -0.0952 -6.9622 1.4281 0.071 -0.134 -0.090 0.315
H 3.5891 -5.7706 1.5444 -0.675 0.753 -0.018 0.312
H 3.2297 -7.0391 2.5556 -0.606 -0.337 0.308 0.375
H 2.6251 -7.0435 0.8795 -0.425 -0.155 0.147 0.374
C 0.1062 -2.9045 -2.3348 -0.960 1.646 -1.379 0.417
O -0.6123 -2.4500 -3.2809 1.573 -1.439 1.821 -0.705
N 1.2453 -3.6130 -2.4715 -0.717 -0.326 1.836 0.282
C 1.8842 -4.1545 -1.2492 -0.119 0.698 0.858 -0.875
C 1.7018 -4.0800 -3.7371 0.483 -0.289 -0.006 -0.944
H -0.0740 -2.6262 -1.2849 -0.184 -0.188 -0.316 0.114
H 2.0447 -5.2312 -1.1944 0.317 -0.047 -0.957 0.453
H 1.3250 -4.0300 -0.3219 -0.916 0.550 -0.393 0.025
H 2.7634 -3.5715 -0.9750 0.497 -0.347 -0.526 0.333
H 1.1576 -4.9874 -3.9991 -0.133 0.086 -0.533 0.328
H 1.6156 -3.2743 -4.4661 -0.126 -0.401 -0.159 0.172
H 2.7443 -4.3700 -3.6064 0.094 0.143 -0.244 0.394
C -1.9089 6.6006 -1.2373 0.184 -0.032 -1.305 0.186
O -2.4962 7.5358 -1.7711 -0.229 -0.181 0.281 -0.639
N -1.9925 5.3041 -1.6330 0.756 0.447 1.374 0.120
C -1.1719 4.2815 -0.9393 -1.124 0.603 0.238 -0.151
C -2.8699 4.8833 -2.7135 1.149 0.858 0.586 -0.924
H -1.1428 6.8075 -0.4740 -0.164 -0.387 0.233 0.306
H -1.8659 3.5703 -0.4914 0.181 -0.343 -0.104 0.108
H -0.6871 4.7750 -0.0969 0.291 -0.078 -0.154 0.038
H -0.4601 3.7732 -1.5897 -0.081 0.114 -0.091 0.056
H -3.5553 4.1352 -2.3151 -0.018 -0.149 -0.502 0.252
H -3.3599 5.7893 -3.0701 -0.251 -0.246 -0.027 0.356
H -2.1487 4.5509 -3.4601 -0.665 -0.654 -0.465 0.291
C 2.4371 2.1848 3.4518 2.863 -0.999 -2.038 -0.143
O 3.5840 1.8622 3.0211 -1.970 0.752 1.061 -0.706
N 1.4629 1.3078 3.6940 0.431 0.146 -0.592 0.322
C 0.2277 1.8052 4.1839 -0.893 -0.871 0.387 -0.976
C 1.6200 -0.1365 3.5500 0.722 -0.172 0.463 -0.636
H 2.1602 3.2499 3.4841 -0.154 -0.301 0.444 0.512
H 0.2685 1.7561 5.2720 -0.449 0.213 0.278 0.335
H -0.4886 1.0650 3.8273 -0.623 0.442 0.135 0.238
H -0.0349 2.8064 3.8420 0.192 -0.123 -0.114 0.358
H 1.3608 -0.6536 4.4739 0.280 0.251 0.533 0.313
H 0.9918 -0.6800 2.8442 -0.102 0.868 -0.685 0.098
H 2.6745 -0.2950 3.3244 -0.183 -0.228 -0.027 0.322
C -5.3004 -1.3923 1.4445 -0.629 -0.593 0.000 0.477
O -5.8772 -2.3409 0.9087 0.050 0.699 0.559 -0.689
N -5.8042 -0.6371 2.4833 -0.284 -2.097 -1.292 0.129
C -5.0879 0.4656 3.0136 0.266 1.184 -0.625 -0.810
C -7.0380 -0.9809 3.1895 0.370 -0.143 0.599 -0.944
H -4.2891 -1.1352 1.0935 -0.260 0.542 0.426 0.100
H -5.8295 1.2621 3.0750 0.055 0.242 1.061 0.395
H -4.4047 0.9199 2.2960 0.373 -0.637 -0.193 0.131
H -4.5202 0.2175 3.9104 -0.302 0.293 0.276 0.278
H -7.5623 -1.8912 2.8988 0.217 0.363 -1.008 0.312
H -6.8287 -1.2285 4.2301 0.462 0.280 0.338 0.352
H -7.6832 -0.1034 3.2342 -0.275 -0.109 -0.293 0.292
C 1.9892 3.8137 0.5785 -1.508 -0.117 1.233 0.409
O 1.4604 4.3153 1.5571 -0.103 0.816 0.037 -0.713
N 3.2401 3.9750 0.1905 2.008 0.291 -1.275 0.190
C 3.7645 2.9082 -0.6595 0.568 0.425 -0.318 -0.833
C 4.2485 4.9939 0.6313 -1.144 -0.750 -0.106 -0.997
H 1.4065 3.1163 -0.0431 0.250 -0.125 -0.060 0.210
H 3.0239 2.1624 -0.9482 -0.150 0.116 0.528 0.151
H 4.5943 2.4463 -0.1246 -0.029 -0.305 -0.074 0.315
H 4.1336 3.2946 -1.6095 0.216 0.280 -0.054 0.336
H 4.9891 4.5224 1.2773 -0.052 0.046 0.112 0.319
H 4.7490 5.4186 -0.2389 0.002 -0.316 -0.238 0.350
H 3.7834 5.8467 1.1257 -0.267 -0.409 0.222 0.309
C 0.7744 1.5338 -3.6251 -0.760 1.276 1.673 0.550
O 0.8881 2.6989 -3.2447 0.459 -0.739 -0.563 -0.710
N 1.4789 0.9290 -4.5714 1.672 -0.548 -1.281 0.166
C 2.7039 1.4724 -5.2124 -0.555 -0.800 -0.555 -0.994
C 1.0320 -0.3234 -5.1876 -0.703 0.207 0.290 -1.004
H 0.0686 0.8656 -3.1079 -0.201 -0.048 -0.264 -0.006
H 2.5070 1.7892 -6.2366 -0.406 0.296 -0.088 0.348
H 3.3195 0.5866 -5.3692 0.472 0.127 0.316 0.364
H 3.2723 2.2774 -4.7464 -0.573 -0.271 0.619 0.279
H 1.0196 -0.1640 -6.2658 -0.049 -0.204 -0.082 0.386
H 1.5730 -1.2396 -4.9508 0.785 0.390 0.088 0.242
H 0.0323 -0.5982 -4.8512 -0.124 0.425 -0.033 0.315
```
Forces are in eV/Å.

2.
Computed, not measured: a structure of composition C15H31BN9S3V, with ωB97M-V/def2-TZVPD.

The charge is +2. For the LUMO energy (alpha / beta), the calculation gives -0.2333 / -0.1968 hartree. Its spin multiplicity is 3. Its expectation value of S² is 2.021.

The geometry in XYZ format:
```
60
Properties=species:S:1:pos:R:3:forces:R:3:mulliken_charge:R:1
V -0.2770 -0.2206 0.1629 -0.296 0.216 -0.097 0.463
C 3.9445 1.7178 -2.1674 0.017 -0.007 -0.043 -0.862
N 3.6116 2.0677 -0.7933 -0.033 0.012 0.025 0.166
C 4.1324 3.1540 -0.1270 -0.010 0.000 0.017 -0.555
C 3.6515 3.1033 1.1346 0.026 0.017 -0.027 -0.600
N 2.8437 1.9912 1.2476 0.025 0.020 0.003 0.100
B 2.1428 1.6235 2.6163 -0.083 0.017 0.031 0.049
N 2.3532 0.1110 2.9101 -0.013 -0.006 -0.025 0.571
C 3.5573 -0.4395 3.2850 0.019 -0.001 0.008 -0.575
C 3.3834 -1.7695 3.4452 -0.001 -0.016 0.004 -0.576
N 2.0589 -2.0304 3.1651 -0.017 0.091 -0.021 0.285
C 1.4300 -3.3357 3.2793 -0.011 -0.039 0.016 -0.896
C 1.4530 -0.8721 2.8385 0.046 -0.117 0.069 -0.102
S -0.2416 -0.7124 2.4726 0.022 -0.015 0.011 -0.253
C 2.8271 1.3726 0.0595 0.042 -0.005 -0.012 0.276
S 2.0549 -0.1253 -0.3713 0.065 -0.009 -0.019 -0.629
H 3.8575 2.6023 -2.7942 -0.001 0.004 0.011 0.356
H 3.2600 0.9516 -2.5164 -0.007 0.004 0.005 0.263
H 4.9628 1.3370 -2.2187 -0.005 -0.009 0.008 0.342
H 4.7962 3.8506 -0.6073 0.005 0.001 0.000 0.488
H 3.8168 3.7567 1.9719 0.002 0.000 0.004 0.515
H 0.9664 1.8562 2.5633 0.020 0.003 0.012 -0.165
H 2.6967 2.2683 3.4589 0.023 0.008 0.002 -0.150
H 4.4330 0.1688 3.4246 0.005 0.000 -0.007 0.497
H 4.0650 -2.5452 3.7455 0.004 -0.001 -0.001 0.516
H 2.1051 -4.0923 2.8859 0.009 0.012 0.000 0.349
H 0.5060 -3.3306 2.7082 0.003 -0.002 -0.004 0.303
H 1.2074 -3.5604 4.3213 0.000 0.007 -0.002 0.306
N -0.7988 -0.0641 -1.9740 0.057 -0.059 0.037 -0.503
C -1.5031 1.1242 -2.5240 0.002 0.088 -0.013 -0.806
C -0.9167 2.4345 -2.0220 -0.014 -0.034 0.030 -0.519
C -1.2371 2.7362 -0.5655 -0.010 0.044 -0.068 -0.654
N -0.4230 1.9246 0.3702 0.045 -0.170 -0.014 -0.004
H 0.1104 -0.1436 -2.4270 -0.005 -0.007 -0.001 0.316
H -1.3154 -0.8965 -2.2491 0.010 -0.006 0.011 0.331
H -2.5501 1.0541 -2.2300 -0.003 -0.013 -0.003 0.352
H -1.4635 1.0947 -3.6137 0.004 -0.021 0.006 0.418
H -1.3334 3.2373 -2.6316 0.000 0.003 -0.002 0.394
H 0.1670 2.4594 -2.1853 0.001 -0.001 -0.002 0.204
H -2.2873 2.5143 -0.3756 -0.002 0.000 0.012 0.241
H -1.0744 3.7954 -0.3608 0.004 -0.010 0.017 0.461
H -0.7438 2.0674 1.3266 0.013 -0.011 -0.006 0.431
H 0.5300 2.2852 0.3795 -0.020 0.015 0.017 0.018
C 0.3914 -4.7364 -1.1341 0.008 -0.076 -0.037 -1.083
C 0.1877 -3.3582 -0.7310 0.024 0.073 0.037 0.403
N 0.0295 -2.2700 -0.4115 -0.058 -0.025 0.001 0.169
H 1.2974 -4.8108 -1.7343 -0.002 0.013 0.001 0.318
H -0.4615 -5.0734 -1.7219 0.004 -0.003 0.003 0.326
H 0.4921 -5.3670 -0.2519 -0.007 0.012 0.008 0.306
C -3.8902 -1.1990 4.1014 0.004 0.010 0.023 -1.110
N -3.4247 -1.2618 2.7225 -0.007 0.009 -0.003 -0.053
C -3.3491 -0.2277 1.9117 -0.058 -0.028 0.027 0.485
N -3.7504 0.9674 2.3359 0.044 0.015 0.025 -0.329
S -2.7924 -0.4284 0.2828 0.116 0.002 -0.060 -0.389
H -3.8367 -2.1941 4.5304 -0.006 -0.003 -0.004 0.344
H -4.9276 -0.8636 4.1447 -0.001 -0.008 -0.002 0.385
H -3.2562 -0.5342 4.6905 0.004 -0.002 -0.006 0.361
H -3.1088 -2.1408 2.3460 0.021 0.016 0.004 0.275
H -4.1517 1.1072 3.2500 -0.012 0.003 -0.003 0.205
H -3.7949 1.7257 1.6779 -0.012 -0.012 -0.001 0.228
```
Forces are in eV/Å.

3.
Computed, not measured: the molecule C3H4N2O2, with ωB97M-V/def2-TZVPD.

For the LUMO energy, the calculation gives -0.0080 hartree.

The geometry in XYZ format:
```
11
Properties=species:S:1:pos:R:3:forces:R:3:mulliken_charge:R:1
N -1.7145 0.1394 -0.0280 -0.202 -0.027 -0.023 -0.226
C -0.2703 0.0946 -0.2568 0.084 0.481 0.084 0.306
C 0.2439 1.3490 -0.2314 0.115 -0.311 -0.067 -1.096
O 1.6060 1.1295 -0.0183 0.198 -0.011 0.022 -0.086
C 1.8700 -0.1922 0.1905 0.426 -0.238 0.010 0.554
O 2.9713 -0.6590 0.3116 -0.473 0.085 0.008 -0.555
N 0.6418 -0.8841 0.1996 0.013 0.065 -0.118 -0.242
H -2.3151 -0.3196 -0.7193 0.202 0.036 0.126 0.353
H -2.0280 -0.1227 0.9138 0.152 0.017 -0.115 0.332
H -1.7492 1.1847 -0.1208 -0.453 -0.235 0.018 0.399
H 0.7136 -1.8093 -0.2054 -0.060 0.138 0.054 0.262
```
Forces are in eV/Å.

4.
Computed, not measured: the ion C9H11N4 with charge +1 at a distorted geometry, with ωB97M-V/def2-TZVPD.

The charge is +1. For the LUMO energy, the calculation gives -0.1793 hartree. As for the structure (SMILES): C/C=C(\C)n1nc[n+]2cccnc12.

The geometry in XYZ format:
```
24
Properties=species:S:1:pos:R:3:forces:R:3:mulliken_charge:R:1
C 3.7374 0.9640 0.0301 -1.392 -2.456 -1.332 -0.688
C 2.6935 1.8352 -0.2775 -0.871 -0.693 0.510 -0.109
C 3.4039 -0.3853 0.1154 0.240 1.529 0.484 0.039
C 1.5190 -2.0021 0.0764 -0.876 -1.623 -0.242 -0.148
C -1.5969 -0.3664 -0.0156 1.300 0.582 0.994 0.577
C 1.1518 0.1699 -0.0916 -2.997 -1.604 0.615 0.430
C -2.3901 -1.6493 0.2014 1.078 3.582 0.465 -1.478
C -3.3985 1.4193 -0.0867 -1.437 0.780 1.014 -1.312
C -1.9929 0.9000 0.0047 -0.127 1.511 -1.771 0.105
N 1.4250 1.4245 -0.2355 0.098 1.887 -0.475 -0.389
N 0.2347 -1.8785 0.0462 0.153 0.911 0.147 -0.757
N -0.1015 -0.5415 0.0008 2.311 -1.436 -0.367 0.550
N 2.1159 -0.8004 0.0278 0.605 1.953 -0.001 0.059
H 4.7357 1.1929 -0.2141 1.163 0.505 0.615 0.432
H 2.9397 2.8535 -0.5198 -0.471 0.384 -0.034 0.437
H 4.1141 -1.1155 0.3760 0.824 -0.967 -0.163 0.425
H 2.0193 -2.9588 -0.0029 0.075 0.222 0.303 0.406
H -1.9728 -2.4607 -0.2277 0.895 -2.488 -1.749 0.427
H -3.3450 -1.3913 -0.0646 -2.434 0.184 -1.529 0.399
H -2.5553 -1.8495 1.2059 0.451 -0.347 2.302 0.394
H -4.1802 0.6848 -0.3640 0.603 0.285 0.234 0.302
H -3.6013 2.3450 -0.6666 0.946 -0.841 -0.607 0.335
H -3.7188 1.9086 0.8657 0.297 -0.984 0.013 0.311
H -1.2369 1.7016 -0.1837 -0.434 -0.876 0.575 0.251
```
Forces are in eV/Å.

5.
Computed, not measured: the molecule CH3F2PS at a distorted geometry, with ωB97M-V/def2-TZVPD.

For the LUMO energy (alpha / beta), the calculation gives -0.0418 / -0.0417 hartree. As for the structure (SMILES): F[PH2]=C(F)S.

The geometry in XYZ format:
```
8
Properties=species:S:1:pos:R:3:forces:R:3:mulliken_charge:R:1
C -1.4810 0.3285 -0.3910 0.671 1.826 0.046 0.092
F 1.9014 1.6076 0.7007 -0.698 -0.201 0.365 -0.370
F -2.0641 1.5049 -0.9197 0.256 -2.464 1.437 -0.185
P 0.4673 0.9183 0.1183 0.257 0.690 1.613 0.351
S -2.4887 -0.4505 0.8344 -1.686 2.091 -1.204 -0.077
H 1.1900 -0.0332 -0.4735 0.377 -1.933 -0.674 0.026
H 0.5231 1.7578 -0.9109 -0.593 1.177 -1.671 0.009
H -1.6833 -1.4064 1.1207 1.416 -1.187 0.088 0.154
```
Forces are in eV/Å.

6.
Computed, not measured: a structure of composition F6Li3N3O12S6 at a distorted geometry, with ωB97M-V/def2-TZVPD.

For the LUMO energy, the calculation gives -0.2397 hartree.

The geometry in XYZ format:
```
30
Properties=species:S:1:pos:R:3:forces:R:3:mulliken_charge:R:1
Li -4.7486 1.3588 2.5890 0.261 1.085 0.080 0.966
Li -4.0350 -3.3737 1.3671 0.351 -0.697 -0.754 0.956
Li -1.4222 -0.1036 0.4720 1.270 0.437 -0.812 0.956
N -1.8789 3.0798 1.6279 -1.136 0.537 -2.079 -0.329
S -2.0494 4.3354 0.5823 -3.066 1.834 -6.513 1.066
O -0.8902 4.9495 -0.0742 -1.786 -0.912 2.846 -0.483
O -3.3084 5.0949 0.7414 2.858 -1.783 0.473 -0.564
F -2.4333 3.3368 -0.6660 -0.514 -0.259 0.617 -0.310
S -0.8631 3.8259 2.5075 5.862 0.723 7.056 1.048
O -1.2347 5.1198 3.0333 0.037 -0.162 -2.078 -0.540
O 0.5629 3.5663 2.2422 -3.756 0.035 0.487 -0.484
F -1.3126 3.0488 3.9057 0.708 -1.182 -0.676 -0.349
N 4.9475 -1.2692 -0.2717 -2.068 3.764 0.625 -0.330
S 4.0165 0.1424 -0.7010 -1.437 2.473 -3.103 1.029
O 4.7472 1.4026 -0.4783 -1.627 -2.560 -0.587 -0.561
O 2.5263 0.1898 -0.5055 3.578 -0.529 -0.339 -0.538
F 4.1215 -0.1103 -2.2622 0.063 -0.115 0.164 -0.238
S 4.7121 -0.8131 1.2499 1.672 -2.760 6.528 1.114
O 3.3717 -1.1305 1.7044 0.264 0.888 -0.293 -0.584
O 5.4049 0.3107 1.8806 -1.152 -1.327 -1.682 -0.563
F 5.4822 -2.0258 2.0471 0.221 0.099 -1.193 -0.326
N -2.1056 -2.9405 -1.3825 1.684 -2.746 1.114 -0.395
S -0.9768 -4.1434 -1.8549 5.896 -3.888 1.385 1.062
O 0.1855 -3.7007 -2.6239 -3.162 0.108 0.161 -0.492
O -1.4030 -5.5308 -2.0517 -0.457 2.911 0.682 -0.546
F -0.2323 -4.2041 -0.4598 -0.895 0.080 1.243 -0.254
S -2.5026 -2.7771 -2.8618 -3.529 6.415 -5.781 1.099
O -2.9800 -3.8954 -3.6000 0.860 -0.585 0.309 -0.518
O -1.7649 -1.7099 -3.5391 -0.968 -2.107 1.277 -0.547
F -3.9367 -2.0336 -2.6178 -0.028 0.222 0.842 -0.345
```
Forces are in eV/Å.

no.,E (hartree)
1,-3691.2372
2,-3246.1367
3,-376.6026
4,-568.2504
5,-979.0625
6,-4077.6590